# C31H46AlN3O3SbSi3

A molecular structure, C31H46AlN3O3SbSi3 (ωB97M-V/def2-TZVPD, the OMol25 dataset).

```
88
Properties=species:S:1:pos:R:3:lowdin_charge:R:1
H -5.2411 -0.6767 0.7145 0.0223
C 1.6736 -2.2419 0.3877 -0.2733
H 2.7423 -0.5656 0.6559 0.0639
H 1.5894 -5.9077 -0.8651 0.0945
H -2.1514 2.0306 -0.9533 0.0024
C 2.3265 -2.6018 -0.7881 -0.0223
H -2.3663 -2.7604 1.5151 -0.0148
H 2.8846 -1.8530 -1.3354 0.1157
C -2.3680 2.4696 1.5857 -0.0590
H -4.0122 -1.1990 -1.5617 -0.0266
H -0.4408 5.1600 0.8946 0.0978
C -3.1932 -0.7303 -2.1081 -0.3930
H -5.1790 0.9150 1.4682 0.0233
Al 1.0314 0.7527 -0.2124 0.3254
H 2.0814 0.3170 2.4670 0.0839
C 6.0034 1.9780 1.3526 -0.0905
Si -0.1679 -0.4678 3.0365 0.5237
H -1.0908 -2.8129 3.3762 -0.0028
H 6.7962 2.6983 1.1581 0.0817
C 2.5278 -1.7231 -4.8909 -0.0898
H -3.3009 -0.6095 4.7714 0.0083
H 5.6596 2.0825 2.3871 0.0888
H -4.0846 0.5229 0.1387 0.0043
C 1.5899 -0.6428 2.2843 -0.2137
C -0.5897 -2.0620 3.9888 -0.1873
C 1.0135 -0.5146 -2.9244 -0.4794
C 2.7696 1.7308 -0.3195 -0.3460
O 2.7053 2.8503 -0.9588 -0.1504
C -3.9549 -0.1853 4.0052 -0.1858
H -1.5602 3.5297 -1.6618 0.0299
C -0.7387 4.1299 1.0226 -0.0873
H -2.7960 4.5514 1.5694 0.1039
C 2.2819 -3.9060 -1.2462 -0.0770
C 0.9838 -3.2144 1.1008 -0.0532
O 4.9546 2.2767 0.4534 -0.0547
C 3.9883 1.3228 0.3356 -0.4801
N 0.5292 -1.5820 -3.5828 0.0503
C 0.1358 0.1581 -1.9286 -0.5344
H 6.3737 0.9614 1.2140 0.0799
H 0.9844 0.4733 5.0884 0.0272
C 0.6812 2.7779 -3.5254 -0.1678
H -4.9568 -0.5982 4.1505 0.0213
H -0.8578 0.2487 -5.0244 0.0209
Si -0.6467 1.5781 -2.9131 0.4671
C -3.2720 -2.4340 2.0318 -0.1998
H -3.2781 0.3523 -2.0302 -0.0390
H 4.0528 -0.2743 -4.4261 0.1058
C 1.6008 -4.8794 -0.5272 -0.1000
C 0.1347 3.1219 0.7573 -0.1144
N 1.7520 -0.8833 0.8253 -0.0641
Sb -1.3024 -1.4153 -1.2254 1.3217
H -3.3556 2.1943 1.9221 0.0824
N -0.1517 1.7936 0.9307 0.0515
H 3.0790 -2.2142 -5.6818 0.0885
C -1.3752 1.4390 1.4956 -0.3780
C 0.1718 0.7922 4.4289 -0.1711
H -3.2538 -1.0278 -3.1544 -0.0199
H -0.7211 0.9378 5.0418 0.0237
H -2.8669 2.6356 -2.4473 0.0346
H 1.3557 3.0642 -2.7124 0.0111
C 1.2663 -2.1571 -4.5282 -0.1648
H -4.1214 -2.7528 1.4239 0.0202
H 2.6850 0.8112 -2.6505 0.0955
H 0.3086 -2.5127 4.4173 0.0346
H -1.6464 1.8241 -5.1867 0.0266
H -2.4529 0.5078 -4.3252 -0.0013
C -1.4871 0.9797 -4.5117 -0.1691
C 0.9562 -4.5240 0.6462 -0.0850
C -4.5678 0.1213 1.0326 -0.1829
H -1.2613 -1.8215 4.8167 0.0232
H 0.4732 -2.9519 2.0141 0.0640
H 0.4319 -5.2728 1.2277 0.1017
Si -3.2715 -0.5443 2.2620 0.4649
C 2.3031 -0.0290 -3.2185 -0.0570
H 0.2289 3.6855 -3.9345 0.0293
H 2.7873 -4.1629 -2.1686 0.1022
H 0.4460 1.7618 4.0035 0.0269
H 1.2799 2.3158 -4.3135 0.0273
O 4.1867 0.1678 0.7886 -0.0394
C -2.0543 3.7791 1.4039 -0.0759
H 0.8147 -3.0153 -5.0191 0.1000
C 3.0566 -0.6354 -4.2002 -0.0662
H -3.3308 -2.9639 2.9855 0.0210
C -1.5659 0.1526 2.0121 -0.3233
H 1.1171 3.3405 0.3483 0.0941
C -1.9291 2.5301 -1.8969 -0.1698
H 2.1708 -1.3895 2.8378 0.1017
H -4.0041 0.8925 4.1825 0.0212
```

As for the total charge: -1. The value obtained for the largest force on an atom is 0.7 eV Å⁻¹. For the energy above the lowest of the compared OMol25 structures with the same formula, charge and spin, the calculation gives 7.62 kcal per mole. The highest occupied orbital energy (spin up / spin down) comes out at -3.55 / -2.99 eV. For the orbital gap (spin up / spin down), the calculation gives 6.2358 / 5.4345 eV. As for the energy: -80278.5744 eV. The value obtained for the LUMO energy (spin up / spin down) is 2.69 / 2.44 eV.